5 unconnected molecules or ions with the total composition C7H25NO4, computed with ωB97M-V/def2-TZVPD.

Properties
- E_tot: -637.32226 a.u.
- Spin multiplicity: 1
- Gap between HOMO and LUMO: 9.1 eV
- SMILES string: CCCCNCCC.O.O.O.O
- Largest force on an atom: 3.96 eV Å⁻¹

XYZ file:
```
37
Properties=species:S:1:pos:R:3:forces:R:3:mulliken_charge:R:1
C -2.22525 -1.07098 0.08200 2.7 0.3 -0.1 -1.08
C -1.78761 -0.40475 -1.28248 -2.4 1.2 2.2 -0.35
C -1.49074 1.17077 -1.24751 2.4 -2.7 1.6 -0.50
C 0.04081 1.43321 -0.73984 -1.3 -0.1 -1.5 -0.83
N 0.76853 0.17220 -0.65776 0.1 0.6 0.4 0.07
C 2.22859 0.33503 -0.79360 -0.2 0.4 -0.9 -0.91
C 2.94803 -0.58067 0.16805 2.7 0.3 1.2 -0.32
C 2.68652 -0.25915 1.67480 -1.3 -0.8 -0.9 -0.71
H -1.27122 -1.02973 0.63533 -0.7 0.5 0.8 0.14
H -3.03964 -0.62796 0.64773 0.0 0.1 -0.1 0.30
H -2.29673 -2.15749 0.08463 -0.7 -0.1 -0.8 0.34
H -0.84289 -0.83747 -1.53049 0.0 -0.7 -0.9 0.32
H -2.68308 -0.51803 -1.89706 0.6 -0.3 -0.9 0.39
H -1.65751 1.35828 -2.27740 -0.1 1.4 -0.6 0.20
H -2.06447 1.69782 -0.52327 -1.0 0.5 -0.2 0.19
H 0.57056 2.02052 -1.47225 -0.1 0.2 -0.7 0.51
H 0.05714 2.12991 0.11763 -0.1 -0.8 0.4 0.42
H 0.49189 -0.26470 0.21754 0.6 -0.2 -0.1 -0.06
H 2.57446 0.14908 -1.82016 -0.4 -0.8 -0.1 0.31
H 2.40620 1.42057 -0.83775 0.6 -0.1 1.3 0.43
H 2.76487 -1.62111 -0.10227 -0.6 0.1 0.1 0.11
H 4.08156 -0.57301 0.12798 -1.1 0.5 -0.8 0.35
H 2.36239 -1.17822 2.17706 -0.2 0.3 0.0 0.17
H 3.56634 0.06709 2.23147 -0.2 0.5 -0.3 0.37
H 1.82449 0.44319 1.64095 0.8 -0.2 0.9 0.18
O 0.31656 0.58196 -3.88778 0.0 -0.2 0.0 -0.63
H 0.25140 -0.19882 -3.32291 0.2 0.1 0.1 0.34
H -0.58147 0.91968 -3.87707 -0.1 0.1 -0.2 0.29
O 1.31327 -3.28867 0.98104 0.2 -0.6 0.0 -0.57
H 0.94549 -4.09801 1.35633 -0.3 0.2 0.1 0.28
H 2.13366 -3.63296 0.60575 0.0 0.3 -0.1 0.29
O -1.22406 0.79254 3.11111 1.0 0.2 -0.1 -0.62
H -1.86686 1.19113 2.50844 -0.4 -0.5 0.2 0.41
H -1.67661 0.29818 3.78950 -0.4 -0.1 0.0 0.30
O -3.24529 1.85849 1.57088 -0.6 -2.2 1.4 -0.73
H -3.02043 2.71644 1.87682 0.1 1.4 -0.9 0.32
H -3.35890 1.58564 0.66456 0.2 1.1 -0.4 0.30
```
Forces are in eV/Å.